Below is a cluster of 3 separate species, C5H13NO2 in total at a distorted geometry, with properties calculated with ωB97M-V/def2-TZVPD.

total charge: -1
relative energy (zero: lowest compared OMol25 entry of this formula, charge and spin): 298.5 kJ/mol
<S²>: 0.750
LUMO level (spin up / spin down): 3.0 / 3.0 eV
frontier orbital gap (spin up / spin down): 1.796 / 8.717 eV
max |F|: 2.6 eV/Å
2S+1: 2

Last columns: bonded neighbours and bond lengths (Å).
Atoms and positions in Å:
1 N -1.590 0.722 -1.164  C2 1.444, H7 1.011, H8 1.004
2 C -0.391 -0.061 -1.350  N1 1.444, C3 1.340, H9 1.102
3 C -0.092 -0.585 -2.546  C2 1.340, C4 1.495, H10 1.085
4 C 1.308 -1.096 -2.669  C3 1.495, C5 1.334, H11 1.067
5 C 2.181 -0.237 -3.198  C4 1.334, C6 1.498, H12 1.108
6 C 3.653 -0.509 -3.143  C5 1.498, H13 1.075, H14 1.092, H15 1.097
7 H -1.745 0.726 -0.164  N1 1.011
8 H -2.327 0.432 -1.781  N1 1.004
9 H 0.295 0.017 -0.491  C2 1.102
10 H -0.851 -0.703 -3.313  C3 1.085
11 H 1.559 -2.086 -2.358  C4 1.067
12 H 1.896 0.701 -3.713  C5 1.108
13 H 3.966 -1.519 -2.953  C6 1.075
14 H 4.219 -0.061 -3.964  C6 1.092
15 H 4.121 0.082 -2.347  C6 1.097
16 H -1.100 -0.150 5.946  O18 0.983
17 H -1.161 -0.563 7.385  O18 0.974
18 O -1.535 0.109 6.788  H16 0.983, H17 0.974
19 H -3.502 2.078 4.964  O21 0.963
20 H -4.830 1.368 5.333  O21 0.962
21 O -4.075 1.337 4.738  H19 0.963, H20 0.962